Record 1
C36H44BKN12O6PS2Se | the ωB97M-V functional and the def2-TZVPD basis

Properties
Energy relative to the best compared isomer or geometry (same formula, charge and spin): 1.860 eV
DFT total energy: -6670.8749 Ha
Orbital gap (spin up / spin down): 6.89 / 7.07 eV

```
! RIJCOSX wB97M-V def2-TZVPD def2/J DEFGRID3
* xyz -2 2
K 0.41190 -0.93978 -0.55391
C -2.77728 2.19236 0.89014
N -1.62978 2.81899 0.23411
C -0.83775 3.67762 1.09978
C 0.06397 3.01630 2.14242
C 1.16068 3.74588 2.59738
C 2.02657 3.16924 3.50827
C 1.77815 1.88106 3.95133
C 0.65488 1.23475 3.46558
N -0.18594 1.78731 2.58489
C -1.94934 3.46662 -1.03278
C -1.87549 2.53708 -2.23055
C -2.80948 2.55447 -3.25921
C -2.62805 1.70058 -4.34255
C -1.53433 0.84975 -4.35598
C -0.66281 0.90788 -3.27929
N -0.82348 1.73088 -2.25075
C -3.36455 1.06693 0.07036
C -4.59884 1.17153 -0.56009
C -5.05680 0.09798 -1.31394
C -4.26922 -1.03569 -1.41328
C -3.05176 -1.06469 -0.73426
N -2.61182 -0.03707 -0.00703
H -3.55877 2.93716 1.13019
H -2.40194 1.74910 1.80405
H -1.46563 4.43658 1.60699
H -0.15038 4.22194 0.45534
H 1.34734 4.74427 2.21378
H 2.89680 3.71457 3.85414
H 2.44661 1.37876 4.64038
H 0.41206 0.22424 3.78066
H -1.18803 4.23106 -1.20421
H -2.92409 3.97939 -1.01917
H -3.65864 3.22672 -3.21172
H -3.34435 1.69344 -5.15641
H -1.37826 0.13794 -5.15788
H 0.21510 0.27229 -3.23687
H -5.18608 2.07783 -0.45778
H -6.01498 0.15290 -1.82074
H -4.57995 -1.89013 -2.00108
H -2.39449 -1.92960 -0.78672
C 3.75078 3.40456 -1.65753
C 2.59914 3.23907 -0.85904
N 2.62543 2.09606 -0.18888
N 3.78853 1.50122 -0.54277
C 4.47721 2.26178 -1.42294
B 4.20382 0.06624 -0.14140
N 3.78533 -0.91272 -1.27225
C 3.94394 -2.26130 -1.27499
C 3.36953 -2.75599 -2.41963
C 2.86630 -1.60974 -3.06847
N 3.10798 -0.50519 -2.37027
N 3.58871 -0.43629 1.17540
C 4.19821 -0.99715 2.24734
C 3.21859 -1.42475 3.11552
C 2.01226 -1.07340 2.47247
N 2.24563 -0.49048 1.30707
N 5.75281 0.04580 -0.03408
C 6.63287 -0.55785 -0.86668
C 7.90193 -0.23410 -0.44397
C 7.68295 0.59342 0.67837
N 6.39031 0.76307 0.91810
H 4.00658 4.22468 -2.31011
H 1.75453 3.90674 -0.74754
H 5.42720 1.93945 -1.82679
H 4.42445 -2.76749 -0.44983
H 3.28857 -3.78520 -2.72923
H 2.31798 -1.54757 -3.99804
H 5.27271 -1.04408 2.32618
H 3.34868 -1.92465 4.06272
H 0.99583 -1.22381 2.80982
H 6.29710 -1.16476 -1.69596
H 8.84045 -0.54652 -0.87587
H 8.41176 1.07323 1.31668
O -1.54290 -4.88445 -1.61267
Se -0.93000 -3.53733 -0.93391
O 0.68622 -3.60099 -0.68577
O -1.25902 -2.19937 -1.82121
O -1.71741 -3.35176 0.53375
C 0.95693 -6.04248 1.21326
C 0.49350 -4.92773 2.12394
C 1.42177 -4.70901 3.30839
O -0.84839 -5.31071 2.55365
P -1.86061 -4.33059 3.29389
S -1.85252 -4.46099 5.25512
S -1.48452 -2.41795 2.76518
O -3.24512 -4.87001 2.74270
C -3.46940 -5.41549 1.41035
C -4.57291 -4.60781 0.76480
C -3.81713 -6.88271 1.58055
H 1.97393 -5.83125 0.86779
H 0.30535 -6.09726 0.33730
H 0.94308 -6.99818 1.74691
H 0.41249 -4.01666 1.53136
H 1.51093 -5.62427 3.90297
H 1.04403 -3.91864 3.95910
H 2.40807 -4.41260 2.93915
H -2.56860 -5.30916 0.81325
H -5.48623 -4.65707 1.36862
H -4.77212 -4.98889 -0.24022
H -4.24824 -3.56953 0.68433
H -4.72678 -6.99320 2.18276
H -2.99958 -7.40147 2.08799
H -3.97533 -7.34275 0.59938
*
```

Record 2
C36H44BaN16P | the ωB97M-V functional and the def2-TZVPD basis

Properties
Energy relative to the best compared isomer or geometry (same formula, charge and spin): 0.484 eV
DFT total energy: -2641.0441 Ha
Orbital gap: 6.24 eV

```
! RIJCOSX wB97M-V def2-TZVPD def2/J DEFGRID3
* xyz 1 1
Ba -0.05243 -1.01403 0.09241
C -3.17908 4.20956 0.54214
N -2.96460 2.87626 0.01223
C -3.35648 2.42755 -1.21260
C -2.90025 1.14187 -1.31253
N -2.24868 0.79351 -0.17135
C -2.28697 1.85745 0.61526
P -1.87293 1.88791 2.38757
C -2.33639 0.15859 2.73804
N -1.83190 -0.95079 2.22549
C -2.52506 -1.97993 2.78730
C -3.46549 -1.49104 3.65144
N -3.34002 -0.13387 3.61577
C -4.14068 0.82261 4.35841
C -0.06365 1.68652 2.39602
N 0.61984 0.62530 2.00465
C 1.91867 0.84224 2.34912
C 2.02996 2.06431 2.95246
N 0.76896 2.59178 2.98703
C 0.42074 3.90771 3.48975
H -3.69639 4.80947 -0.20148
H -2.22490 4.68780 0.75987
H -3.77669 4.17496 1.45231
H -3.89937 3.05681 -1.89703
H -3.00598 0.43951 -2.12345
H -2.29898 -3.00669 2.54945
H -4.18676 -1.99084 4.27424
H -4.86189 0.28882 4.97067
H -4.67933 1.48205 3.67929
H -3.50972 1.42901 5.00603
H 2.67820 0.10200 2.14971
H 2.87747 2.59664 3.34879
H 1.18777 4.24408 4.18206
H -0.53146 3.86815 4.01365
H 0.34576 4.62559 2.67169
C 2.28784 1.57026 -1.01262
N 2.27861 0.11162 -1.13944
C 2.10876 -0.26500 -2.54753
C 3.49936 -0.49264 -0.62460
C 4.73990 0.03069 -0.96108
C 5.91922 -0.56894 -0.55427
C 5.84179 -1.77195 0.13431
C 4.61577 -2.31738 0.45759
C 3.39338 -1.66846 0.15458
N 2.14920 -2.14699 0.47482
C 2.01850 -3.24117 1.31673
C 2.73589 -3.39716 2.51212
C 2.57709 -4.51703 3.30892
C 1.67132 -5.50334 2.95049
C 0.90872 -5.34577 1.80217
C 1.06324 -4.23034 0.98806
N 0.28489 -4.01576 -0.20522
C -0.96447 -4.76371 -0.25783
C 1.09592 -4.26701 -1.40113
H 3.05884 2.05463 -1.62341
H 2.44687 1.84418 0.02906
H 1.32232 1.94092 -1.33926
H 2.97699 0.01628 -3.15507
H 1.22269 0.23274 -2.95222
H 1.98223 -1.34773 -2.62328
H 4.79667 0.93319 -1.55796
H 6.87469 -0.13366 -0.81371
H 6.74448 -2.29834 0.41916
H 4.58272 -3.28311 0.93872
H 3.42673 -2.61918 2.80897
H 3.16367 -4.61193 4.21412
H 1.56163 -6.39037 3.55999
H 0.18926 -6.11354 1.54765
H -0.81894 -5.83624 -0.44212
H -1.57539 -4.36708 -1.06882
H -1.50585 -4.63859 0.68007
H 1.33017 -5.33391 -1.51201
H 2.02974 -3.71578 -1.32003
H 0.56097 -3.92406 -2.29039
N -5.36399 -3.03175 -3.34269
N -3.99678 -3.02820 -3.36361
N -3.30767 -3.98869 -3.92414
C -2.06597 -3.62761 -3.61939
N -2.03425 -2.49420 -2.90989
N -3.28487 -2.12015 -2.75386
H -5.72443 -3.61937 -4.07855
H -5.73300 -2.09324 -3.34025
H -1.20004 -4.19057 -3.91901
N -0.47218 3.78228 -4.34117
C -0.72614 2.56377 -3.78171
N -0.55332 2.53925 -2.49315
C -0.15221 3.82354 -2.16032
C 0.18335 4.36308 -0.91965
C 0.57749 5.68541 -0.87671
C 0.65353 6.46395 -2.04037
C 0.31918 5.95022 -3.27781
C -0.08928 4.62155 -3.31717
H -0.54976 4.02135 -5.31368
H -1.04184 1.71676 -4.37289
H 0.14473 3.74351 -0.02979
H 0.84750 6.13334 0.07153
H 0.98079 7.49193 -1.96237
H 0.38244 6.55462 -4.17325
*
```